No. 1
This record from the Open Molecules 2025 dataset describes a structure of composition C18H51AlClNO11P3Si in a non-equilibrium geometry. The level of theory is ωB97M-V with the def2-TZVPD basis set.

XYZ file:
```
87
Properties=species:S:1:pos:R:3:lowdin_charge:R:1
C 3.559 6.094 2.153 -0.234
Si 3.701 4.791 0.766 0.418
C 2.939 5.543 -0.815 -0.243
C 5.567 4.631 0.417 -0.238
Al 2.667 2.696 1.409 0.039
C 1.098 3.109 2.654 -0.336
C -0.319 2.967 2.070 -0.349
C -1.073 4.257 1.807 -0.571
Cl -0.048 5.586 1.197 0.598
P 4.246 1.226 2.408 0.617
P 4.803 2.096 4.289 0.126
O 5.572 1.186 5.121 -0.353
O 5.686 3.395 3.932 -0.195
O 3.505 2.623 5.107 -0.197
P 1.881 1.431 -0.453 0.428
N 3.107 0.688 -1.109 -0.238
O 0.834 0.253 0.096 -0.279
O 1.074 2.342 -1.545 -0.238
H 4.135 6.975 1.891 0.020
H 3.918 5.700 3.098 -0.005
H 2.534 6.409 2.311 -0.012
H 2.688 6.588 -0.655 0.012
H 3.646 5.505 -1.633 0.015
H 2.018 5.047 -1.096 -0.016
H 6.042 4.153 1.263 -0.001
H 5.986 5.621 0.273 0.014
H 5.721 4.040 -0.477 0.020
H 1.226 4.091 3.098 0.027
H 1.151 2.413 3.491 0.029
H -0.930 2.419 2.782 0.100
H -0.351 2.393 1.150 0.060
H -1.607 4.624 2.672 0.064
H -1.804 4.083 1.032 0.058
H 3.507 0.070 2.749 -0.160
H 5.127 4.186 4.035 0.051
H 2.786 2.733 4.459 0.004
H 2.962 -0.315 -1.038 -0.059
H 0.683 0.405 1.047 0.036
H 0.523 1.781 -2.122 0.055
C -0.194 -3.440 -5.275 -0.120
O -0.097 -3.606 -3.875 -0.193
C 0.820 -2.701 -3.266 -0.190
C 0.118 -1.536 -2.612 -0.202
O -0.531 -0.707 -3.572 -0.189
C -1.925 -0.939 -3.639 -0.112
H -1.068 -3.995 -5.614 0.085
H -0.316 -2.390 -5.551 0.083
H 0.695 -3.844 -5.774 0.087
H 1.548 -2.340 -3.998 0.130
H 1.362 -3.261 -2.498 0.124
H 0.859 -0.920 -2.104 0.089
H -0.599 -1.887 -1.864 0.120
H -2.426 -0.513 -2.763 0.084
H -2.155 -2.006 -3.703 0.081
H -2.305 -0.445 -4.532 0.089
C 2.258 -3.088 2.171 -0.105
O 1.051 -2.367 2.350 -0.193
C 0.119 -2.547 1.297 -0.215
C -0.978 -3.515 1.678 -0.199
O -0.489 -4.836 1.861 -0.189
C -0.312 -5.181 3.221 -0.116
H 2.795 -3.069 3.118 0.091
H 2.068 -4.127 1.891 0.083
H 2.879 -2.611 1.406 0.089
H 0.622 -2.876 0.384 0.123
H -0.328 -1.572 1.099 0.104
H -1.712 -3.553 0.865 0.118
H -1.491 -3.167 2.581 0.126
H -1.281 -5.358 3.703 0.086
H 0.228 -4.405 3.768 0.085
H 0.268 -6.102 3.254 0.087
C -6.549 -0.628 -1.897 -0.111
O -5.355 -1.329 -2.190 -0.197
C -4.996 -2.272 -1.192 -0.204
C -5.357 -3.683 -1.595 -0.201
O -6.763 -3.864 -1.688 -0.191
C -7.244 -3.831 -3.018 -0.115
H -6.860 -0.114 -2.806 0.088
H -7.348 -1.304 -1.584 0.083
H -6.376 0.117 -1.113 0.089
H -5.463 -2.018 -0.235 0.127
H -3.911 -2.212 -1.065 0.117
H -4.990 -4.373 -0.829 0.126
H -4.872 -3.941 -2.541 0.126
H -6.983 -4.756 -3.545 0.088
H -6.848 -2.976 -3.570 0.083
H -8.329 -3.749 -2.973 0.087
```

## Properties
Multiplicity: 1
HOMO energy (eV): -5.03
Total charge: -1
Relative energy (zero: lowest compared OMol25 entry of this formula, charge and spin) (kcal/mol): 8.1
HOMO-LUMO gap (eV): 7.072
LUMO energy (eV): 2.04


No. 2
This record from the Open Molecules 2025 dataset describes a cluster of 5 separate species, C18H51BF3N5O8PS in total. The level of theory is ωB97M-V with the def2-TZVPD basis set.

XYZ file:
```
88
Properties=species:S:1:pos:R:3:lowdin_charge:R:1
C 1.397 -4.737 -1.021 -0.161
S 0.269 -4.469 -2.375 0.595
O 1.085 -4.402 -3.583 -0.386
O -0.687 -5.564 -2.352 -0.365
B -0.567 -2.783 -2.111 -0.521
C -1.721 -2.884 -0.958 -0.570
F -2.948 -3.184 -1.502 0.062
F -1.926 -1.745 -0.239 0.067
F -1.500 -3.859 -0.020 0.063
P 0.710 -1.357 -1.767 0.531
N 1.000 -0.993 -0.274 -0.162
O 0.158 -0.077 -2.613 -0.191
O 2.071 -1.712 -2.597 -0.185
H 0.845 -5.018 -0.132 0.057
H 1.932 -3.813 -0.822 0.039
H 2.078 -5.517 -1.343 0.057
H -1.111 -2.562 -3.159 0.080
H 1.989 -1.054 -0.066 -0.048
H 0.117 -0.372 -3.529 0.058
H 2.819 -1.692 -2.003 0.054
C 0.420 5.497 -3.542 -0.079
C 0.131 3.998 -3.535 -0.435
C -1.355 3.647 -3.692 -0.205
O -2.153 3.871 -2.547 -0.176
C -2.543 5.206 -2.327 -0.112
N 0.729 3.398 -2.342 0.051
H 0.200 5.958 -2.580 0.061
H 1.478 5.670 -3.743 0.071
H -0.158 6.013 -4.312 0.073
H 0.638 3.566 -4.404 0.134
H -1.428 2.575 -3.884 0.121
H -1.791 4.167 -4.558 0.118
H -2.745 5.732 -3.266 0.092
H -1.792 5.753 -1.751 0.077
H -3.459 5.186 -1.734 0.064
H 0.656 2.386 -2.409 0.051
H 0.143 3.639 -1.548 0.071
C -8.374 5.990 -0.209 -0.074
C -6.897 5.759 -0.516 -0.429
C -5.963 6.854 0.017 -0.208
O -5.981 8.064 -0.716 -0.189
C -7.065 8.927 -0.442 -0.113
N -6.741 5.549 -1.958 0.047
H -8.821 6.718 -0.884 0.062
H -8.927 5.059 -0.331 0.075
H -8.518 6.335 0.817 0.076
H -6.603 4.833 -0.014 0.138
H -4.937 6.488 -0.063 0.113
H -6.152 7.055 1.080 0.121
H -7.342 8.896 0.617 0.089
H -7.939 8.689 -1.052 0.074
H -6.746 9.939 -0.689 0.085
H -5.792 5.252 -2.160 0.057
H -6.828 6.456 -2.409 0.069
C 3.568 -7.763 3.883 -0.075
C 2.493 -8.310 2.948 -0.437
C 2.961 -8.523 1.503 -0.214
O 3.099 -7.350 0.737 -0.192
C 4.280 -6.606 0.953 -0.106
N 1.309 -7.452 3.035 0.043
H 3.706 -6.690 3.759 0.064
H 3.278 -7.929 4.921 0.072
H 4.529 -8.256 3.717 0.074
H 2.209 -9.299 3.323 0.131
H 2.196 -9.109 0.987 0.123
H 3.893 -9.108 1.474 0.118
H 5.136 -7.261 1.145 0.088
H 4.170 -5.898 1.778 0.077
H 4.472 -6.033 0.046 0.086
H 0.541 -7.879 2.525 0.074
H 1.503 -6.593 2.527 0.069
C 4.701 0.611 4.484 -0.075
C 5.364 0.055 3.228 -0.436
C 4.427 -0.073 2.020 -0.220
O 3.519 -1.148 2.076 -0.205
C 2.359 -0.929 2.867 -0.107
N 6.022 -1.214 3.558 0.034
H 4.114 -0.147 5.002 0.063
H 5.461 0.961 5.183 0.071
H 4.045 1.450 4.247 0.077
H 6.145 0.762 2.933 0.131
H 5.046 -0.267 1.139 0.120
H 3.890 0.868 1.837 0.124
H 2.023 0.108 2.796 0.093
H 2.536 -1.197 3.913 0.072
H 1.573 -1.571 2.473 0.080
H 6.575 -1.520 2.764 0.067
H 5.296 -1.920 3.650 0.067
```

## Properties
Multiplicity: 1
HOMO energy (eV): -5.67
Total charge: -1
HOMO-LUMO gap (eV): 7.767
LUMO energy (eV): 2.10


No. 3
This record from the Open Molecules 2025 dataset describes a cluster of 9 separate species, C18H51O10S8 in total in a non-equilibrium geometry. The level of theory is ωB97M-V with the def2-TZVPD basis set.

XYZ file:
```
87
Properties=species:S:1:pos:R:3:lowdin_charge:R:1
C -16.390 1.550 8.892 -0.036
C -17.570 0.684 9.331 -0.779
O -18.443 0.348 8.467 -0.109
O -17.631 0.361 10.523 -0.076
H -16.346 1.709 7.815 0.049
H -15.399 1.263 9.243 0.059
H -16.588 2.532 9.322 0.041
C -18.408 7.214 11.082 -0.247
S -17.328 6.544 12.431 0.822
O -18.134 6.583 13.682 -0.574
C -17.228 4.761 11.824 -0.238
H -17.970 6.980 10.112 0.013
H -18.488 8.292 11.223 0.049
H -19.388 6.745 11.172 0.038
H -16.537 4.130 12.382 0.037
H -16.997 4.712 10.760 0.034
H -18.215 4.306 11.911 0.029
C -21.011 1.882 6.656 -0.253
S -21.086 2.371 4.849 0.873
O -20.551 3.802 4.800 -0.605
C -19.530 1.366 4.504 -0.236
H -21.252 0.821 6.724 0.032
H -21.759 2.498 7.155 0.021
H -20.074 2.148 7.147 0.023
H -19.722 0.310 4.690 0.029
H -18.640 1.662 5.059 0.038
H -19.317 1.305 3.437 0.041
C -20.138 -2.104 10.983 -0.230
S -21.810 -1.540 10.473 0.822
O -22.832 -2.127 11.430 -0.592
C -21.743 0.240 10.980 -0.246
H -19.909 -2.988 10.387 0.031
H -20.135 -2.410 12.029 0.052
H -19.398 -1.328 10.787 0.023
H -22.585 0.825 10.610 0.035
H -20.899 0.759 10.527 0.021
H -21.766 0.397 12.059 0.053
C -21.940 -2.238 6.689 -0.250
S -20.727 -3.593 7.079 0.839
O -21.157 -4.722 6.106 -0.607
C -19.232 -2.825 6.328 -0.255
H -21.768 -2.063 5.627 0.041
H -21.673 -1.356 7.271 0.009
H -22.977 -2.504 6.889 0.055
H -18.903 -1.957 6.900 0.034
H -19.412 -2.466 5.315 0.040
H -18.355 -3.467 6.241 0.051
C -18.092 1.979 14.011 -0.239
S -17.305 0.853 15.285 0.829
O -17.902 1.346 16.611 -0.587
C -18.254 -0.568 14.775 -0.270
H -19.181 1.961 14.041 0.057
H -17.711 1.654 13.043 0.025
H -17.741 2.993 14.202 0.037
H -17.917 -0.684 13.745 0.030
H -19.275 -0.218 14.927 0.055
H -17.955 -1.477 15.299 0.060
C -22.228 4.978 9.594 -0.245
S -20.815 4.925 8.397 0.864
O -19.986 6.168 8.724 -0.581
C -19.904 3.694 9.375 -0.241
H -22.813 5.841 9.278 0.042
H -21.926 5.137 10.629 0.056
H -22.849 4.082 9.592 0.046
H -19.539 4.173 10.284 0.038
H -19.083 3.431 8.709 0.027
H -20.564 2.850 9.576 0.043
C -17.272 4.169 6.039 -0.241
S -15.826 4.784 7.012 0.815
O -14.657 5.118 6.093 -0.590
C -16.579 6.419 7.526 -0.228
H -17.463 4.907 5.260 0.058
H -18.072 4.134 6.778 0.023
H -17.130 3.211 5.540 0.041
H -17.477 6.184 8.099 0.005
H -16.857 6.872 6.575 0.049
H -15.854 7.056 8.032 0.053
C -13.795 -1.460 11.482 -0.246
S -14.992 -0.874 12.750 0.810
O -14.537 -1.570 14.024 -0.582
C -14.525 0.881 12.855 -0.255
H -13.909 -0.843 10.591 0.036
H -13.934 -2.510 11.225 0.050
H -12.785 -1.246 11.832 0.051
H -13.662 1.004 13.509 0.058
H -15.346 1.369 13.381 -0.007
H -14.291 1.401 11.926 0.052
```

## Properties
Multiplicity: 1
HOMO energy (eV): -6.17
Total charge: -1
HOMO-LUMO gap (eV): 7.996
LUMO energy (eV): 1.82


No. 4
This record from the Open Molecules 2025 dataset describes a structure of composition C18H52Ag2F3O12 in a non-equilibrium geometry. The level of theory is ωB97M-V with the def2-TZVPD basis set.

XYZ file:
```
87
Properties=species:S:1:pos:R:3:lowdin_spin:R:1
Ag -29.424 16.218 12.572 0.085
Ag -29.026 17.128 15.984 0.063
C -31.430 14.836 17.321 0.079
O -31.488 13.698 16.596 0.042
O -30.687 15.752 16.562 0.723
C -32.902 15.067 17.737 0.027
F -33.255 14.083 18.603 0.001
F -33.121 16.229 18.320 0.006
F -33.667 15.003 16.615 0.006
C -30.946 12.426 17.058 0.004
C -31.029 11.358 15.931 0.000
H -32.048 11.243 15.563 0.000
H -30.323 11.604 15.139 0.000
H -30.663 10.453 16.417 0.000
H -31.595 11.991 17.819 0.003
H -29.886 12.498 17.300 0.001
H -30.871 14.640 18.236 0.050
C -27.749 19.763 11.016 0.029
C -27.158 18.337 10.867 0.121
C -25.707 18.187 11.433 0.024
O -28.020 17.328 11.179 0.717
H -27.067 20.555 10.706 0.000
H -28.036 19.945 12.051 0.002
H -28.657 19.846 10.419 0.000
H -27.025 18.291 9.786 0.077
H -24.965 18.870 11.020 0.000
H -25.235 17.205 11.404 0.000
H -25.723 18.353 12.510 0.003
C -32.336 18.446 14.999 0.035
C -31.386 18.592 13.787 0.094
C -31.433 20.039 13.219 0.008
O -30.109 18.020 13.982 0.697
H -31.959 19.020 15.846 0.002
H -32.524 17.403 15.251 0.001
H -33.323 18.813 14.716 0.001
H -31.851 17.952 13.037 0.059
H -30.692 20.706 13.659 0.002
H -32.391 20.546 13.103 0.000
H -30.965 20.040 12.234 0.001
C -32.217 14.320 13.646 0.001
O -30.881 14.715 13.952 0.019
H -32.552 14.692 12.677 0.000
H -32.309 13.239 13.748 0.001
H -32.956 14.795 14.290 0.000
H -30.725 14.739 14.898 0.000
C -31.101 17.342 9.923 0.000
O -31.283 16.327 10.900 0.001
H -30.663 17.075 8.961 0.000
H -32.057 17.793 9.658 0.000
H -30.559 18.221 10.272 -0.001
H -32.020 15.757 10.666 0.000
C -33.374 21.642 16.205 0.000
O -33.974 22.894 16.297 0.000
H -33.010 21.332 17.185 0.000
H -33.994 20.851 15.783 0.000
H -32.484 21.570 15.581 0.000
H -34.888 22.711 16.068 0.000
C -34.783 18.857 11.308 0.001
O -35.637 19.954 11.023 0.000
H -35.294 18.406 12.158 0.000
H -34.655 18.046 10.590 0.000
H -33.794 19.173 11.640 0.001
H -34.934 20.580 10.838 0.000
C -26.277 19.450 15.572 0.001
O -27.627 19.124 15.437 0.004
H -25.858 20.436 15.371 0.000
H -25.979 19.203 16.591 0.000
H -25.755 18.799 14.870 0.000
H -28.039 19.750 14.837 0.001
C -30.658 18.671 18.614 0.000
O -29.896 18.901 17.451 0.006
H -31.522 19.336 18.596 0.000
H -31.134 17.693 18.686 0.000
H -30.136 18.974 19.522 0.000
H -29.849 19.859 17.419 0.000
C -35.892 17.896 16.152 0.000
O -37.077 17.504 16.840 0.000
H -34.980 17.524 16.618 0.000
H -35.874 17.489 15.142 0.000
H -35.874 18.985 16.198 0.000
H -37.101 17.842 17.738 0.000
C -30.182 23.443 12.408 0.000
O -28.953 22.878 11.907 0.001
H -30.008 23.852 13.404 0.000
H -30.476 24.302 11.805 0.000
H -31.012 22.738 12.433 0.000
H -28.846 22.118 12.484 0.000
```

## Properties
Multiplicity: 4
HOMO energy (spin up / spin down) (eV): -14.23 / -14.23
Total charge: +2
HOMO-LUMO gap (spin up / spin down) (eV): 7.704 / 4.668
LUMO energy (spin up / spin down) (eV): -6.52 / -9.56


No. 5
This record from the Open Molecules 2025 dataset describes a cluster of 8 separate species, C18H52O8 in total in a non-equilibrium geometry. The level of theory is ωB97M-V with the def2-TZVPD basis set.

XYZ file:
```
78
Properties=species:S:1:pos:R:3:lowdin_charge:R:1
C -0.228 -1.227 4.014 -0.051
C 0.579 -0.507 5.115 -0.454
C 0.594 -1.312 6.404 -0.050
O 1.912 -0.375 4.616 -0.067
H -0.041 -0.936 2.981 0.069
H -1.309 -1.150 4.146 0.098
H 0.005 -2.293 4.036 0.062
H 0.129 0.477 5.246 0.141
H -0.446 -1.387 6.724 0.090
H 1.290 -0.926 7.147 0.085
H 0.931 -2.335 6.219 0.082
H 2.267 -1.260 4.491 0.101
C -1.441 4.308 -0.501 -0.044
C -1.853 2.948 -0.007 -0.507
C -1.932 2.804 1.486 -0.060
O -3.164 2.648 -0.526 -0.060
H -0.457 4.591 -0.126 0.078
H -2.151 5.095 -0.249 0.087
H -1.407 4.144 -1.579 0.077
H -1.188 2.215 -0.473 0.095
H -2.688 3.493 1.870 0.085
H -0.994 3.014 2.001 0.070
H -2.352 1.852 1.817 0.078
H -3.136 1.747 -0.876 0.027
C -2.561 -1.870 -2.186 -0.057
C -2.425 -0.376 -2.124 -0.476
C -2.134 0.278 -3.493 -0.029
O -3.595 0.160 -1.539 -0.054
H -2.861 -2.236 -1.201 0.068
H -1.626 -2.392 -2.393 0.077
H -3.366 -2.248 -2.819 0.088
H -1.592 -0.113 -1.469 0.123
H -1.088 0.168 -3.788 0.064
H -2.134 1.368 -3.425 0.077
H -2.809 -0.093 -4.264 0.082
H -4.383 -0.191 -1.963 0.112
C -2.379 -5.109 0.989 -0.038
C -1.277 -4.282 1.723 -0.477
C -0.785 -3.086 0.913 -0.073
O -1.766 -3.795 2.964 -0.053
H -2.587 -6.041 1.514 0.072
H -2.001 -5.374 0.001 0.072
H -3.313 -4.554 0.902 0.079
H -0.368 -4.880 1.842 0.132
H -1.539 -2.300 0.849 0.081
H -0.605 -3.437 -0.104 0.070
H 0.128 -2.648 1.315 0.070
H -0.994 -3.329 3.301 0.021
C 1.011 2.583 -2.887 -0.062
C 2.093 3.470 -2.278 -0.445
C 3.261 2.635 -1.760 -0.065
O 2.623 4.398 -3.240 -0.058
H 0.349 2.208 -2.103 0.053
H 1.328 1.703 -3.449 0.073
H 0.344 3.164 -3.528 0.080
H 1.684 4.083 -1.474 0.126
H 3.019 1.994 -0.912 0.075
H 4.008 3.368 -1.455 0.084
H 3.603 1.993 -2.572 0.081
H 2.668 3.950 -4.089 0.081
C 1.531 -1.558 -2.328 -0.052
C 2.899 -0.964 -2.157 -0.456
C 3.858 -1.042 -3.350 -0.039
O 2.733 0.414 -1.876 -0.185
H 1.518 -2.639 -2.485 0.083
H 0.980 -1.200 -3.203 0.077
H 0.856 -1.306 -1.510 0.057
H 3.413 -1.248 -1.233 0.142
H 4.857 -0.692 -3.088 0.078
H 3.482 -0.471 -4.198 0.082
H 4.072 -2.055 -3.699 0.075
H 1.978 0.441 -1.274 0.041
O 1.801 1.736 2.502 -0.040
H 1.952 0.921 3.001 0.030
H 1.622 2.392 3.179 0.065
O 0.698 0.658 0.334 -0.060
H 1.128 1.164 1.047 -0.003
H -0.234 0.651 0.566 0.021
```

## Properties
Multiplicity: 1
HOMO energy (eV): -9.33
SMILES: CC(C)O.CC(C)O.CC(C)O.CC(C)O.CC(C)O.CC(C)O.O.O
Relative energy (zero: lowest compared OMol25 entry of this formula, charge and spin) (kcal/mol): 51.6
HOMO-LUMO gap (eV): 9.615
LUMO energy (eV): 0.28


Q: The highest multiplicity belongs to which entry?
A: C18H52Ag2F3O12


Q: Look up the multiplicity of the fourth one.
A: 4